{"formula": "C5H8O", "method": "the ωB97M-V functional and the def2-TZVPD basis", "symbols": ["O", "C", "C", "C", "C", "C", "H", "H", "H", "H", "H", "H", "H", "H"], "coordinates": [[-0.225844, 1.249585, 0.769631], [1.094040, 0.938636, 0.362472], [-0.732361, 0.401520, -0.287926], [1.561841, -0.438497, 0.658268], [-1.710224, -0.628056, 0.235628], [0.698861, 0.061698, -0.740572], [-1.190224, 1.021345, -1.069363], [1.091640, -0.015208, -1.739491], [0.888656, -1.178610, 0.100125], [-2.553788, -0.117676, 0.714048], [-1.231945, -1.263478, 0.985686], [2.606325, -0.533700, 0.351156], [-2.100669, -1.247037, -0.579154], [1.803697, 1.749474, 0.239495]], "atomic_forces_ev_per_a": [[-0.139, 0.099, 0.130], [0.185, 0.371, -0.260], [-0.265, -0.203, -0.178], [-0.153, -0.198, -0.959], [0.054, -0.072, -0.010], [0.112, 0.822, -0.586], [0.020, -0.069, 0.106], [0.005, 0.103, -0.038], [0.192, -0.627, 1.632], [0.161, -0.063, -0.095], [-0.076, 0.051, -0.101], [-0.189, -0.166, -0.125], [0.075, 0.076, 0.085], [0.017, -0.124, 0.397]], "homo_ev": -8.57, "e_lumo_ev": 1.0, "e_above_lowest_kj_mol": 443.0, "multiplicity": 1}